No. 1
C18H47FNO4S | the ωB97M-V functional and the def2-TZVPD basis

Properties
Kohn-Sham gap: 7.34 eV
Charge: +1

Geometry as XYZ:
```
72
Properties=species:S:1:pos:R:3:forces:R:3
F 1.5396 -3.0043 -0.1687 1.79 2.60 1.67
C 2.3886 -1.8701 0.3316 0.04 0.36 -1.15
C 1.8173 -1.2130 1.7156 -0.94 1.15 -2.70
N 1.8595 -2.1024 2.9336 -0.25 2.17 1.32
S 3.2603 -3.1227 3.0858 1.77 -1.72 0.32
H 2.3456 -1.0157 -0.5035 -0.21 -1.90 1.97
H 3.5062 -2.2183 0.3610 -2.24 0.34 0.21
H 0.6752 -0.9589 1.5280 2.39 -0.29 0.53
H 2.4228 -0.2273 1.9475 -1.21 -2.11 -0.50
H 1.8404 -1.4525 3.7764 -0.34 -0.99 -1.09
H 1.0014 -2.6980 3.0128 0.91 0.31 -0.20
H 4.3637 -2.3502 3.5024 -1.68 0.17 -0.42
C -4.1561 1.1973 3.2242 -0.08 -0.14 -0.06
C -2.7297 1.6335 2.9422 -0.15 0.12 0.11
O -1.9346 0.6179 2.3305 0.37 -0.22 0.04
C -2.3857 0.1367 1.0671 -0.12 0.15 -0.01
C -2.4630 1.2139 -0.0003 0.04 0.16 -0.03
H -4.1663 0.3071 3.8623 0.00 0.15 -0.04
H -4.7065 1.9979 3.7298 0.12 -0.12 -0.07
H -4.6954 0.9482 2.3080 -0.06 0.08 0.04
H -2.2422 1.8811 3.8912 0.12 -0.17 -0.21
H -2.7057 2.5467 2.3374 -0.05 -0.07 -0.02
H -3.3445 -0.3790 1.1797 -0.03 0.05 -0.01
H -1.6644 -0.6241 0.7468 0.02 0.04 0.19
H -3.1799 1.9963 0.2607 0.00 -0.12 -0.07
H -2.7727 0.7821 -0.9576 0.05 0.03 0.12
H -1.4871 1.6951 -0.1307 -0.13 -0.06 -0.01
C 0.4457 5.6429 -3.4935 -0.08 -0.06 -0.13
C 0.8772 5.4409 -2.0521 -0.04 0.03 -0.04
O 0.4617 4.1902 -1.5038 -0.01 -0.18 0.10
C 0.9469 3.0205 -2.1577 -0.04 0.20 0.07
C 2.4616 2.9147 -2.1678 0.18 0.08 0.03
H -0.6429 5.5607 -3.5834 0.15 0.06 0.04
H 0.7535 6.6322 -3.8484 -0.05 -0.15 0.08
H 0.8852 4.8974 -4.1594 0.06 0.09 -0.01
H 0.4181 6.2198 -1.4339 0.00 -0.31 0.05
H 1.9606 5.5601 -1.9414 0.00 -0.03 -0.08
H 0.5387 2.9575 -3.1713 0.09 0.01 -0.05
H 0.5386 2.1637 -1.6092 -0.10 0.26 0.04
H 2.9246 3.7399 -2.7146 -0.03 -0.13 -0.02
H 2.7766 1.9800 -2.6428 -0.05 0.10 0.03
H 2.8544 2.9393 -1.1450 -0.07 -0.01 -0.11
C -6.3907 0.4547 -1.7950 -0.06 0.14 -0.05
C -6.0819 -0.6425 -0.7924 -0.19 0.03 0.10
O -6.8325 -0.5357 0.4171 0.25 0.02 0.04
C -8.2506 -0.5989 0.2891 -0.07 -0.06 0.04
C -8.7477 -1.8978 -0.3203 0.07 -0.17 -0.09
H -6.2114 1.4406 -1.3527 0.02 -0.13 -0.05
H -5.7588 0.3482 -2.6831 -0.07 0.01 0.13
H -7.4325 0.4280 -2.1212 0.08 -0.05 -0.05
H -5.0257 -0.5755 -0.5102 -0.19 -0.01 0.19
H -6.2190 -1.6352 -1.2350 -0.05 0.05 -0.06
H -8.6184 0.2672 -0.2699 -0.01 -0.04 -0.08
H -8.6602 -0.5065 1.3017 0.31 0.04 -0.11
H -8.3794 -2.0376 -1.3396 -0.11 0.04 0.02
H -9.8419 -1.9097 -0.3553 0.16 0.02 0.03
H -8.4054 -2.7545 0.2712 -0.09 0.14 -0.05
C 7.5787 -2.3685 -1.6860 -0.02 -0.12 -0.11
C 7.1039 -1.9096 -0.3191 0.11 0.05 -0.11
O 6.1848 -2.8119 0.2964 -0.38 0.14 0.18
C 6.6628 -4.1319 0.5420 0.09 -0.11 0.04
C 7.8709 -4.1789 1.4606 0.13 0.11 0.05
H 6.7266 -2.5193 -2.3577 0.12 0.07 0.09
H 8.2462 -1.6214 -2.1282 -0.13 -0.10 0.09
H 8.1234 -3.3134 -1.6329 0.06 0.10 0.00
H 6.5767 -0.9560 -0.4305 -0.10 -0.21 0.13
H 7.9490 -1.7167 0.3508 0.01 -0.07 -0.06
H 6.8649 -4.6427 -0.4046 0.06 0.03 0.03
H 5.8397 -4.6792 1.0159 -0.03 0.23 -0.14
H 8.7302 -3.6574 1.0317 -0.04 -0.13 0.01
H 8.1684 -5.2156 1.6486 -0.08 0.16 -0.03
H 7.6426 -3.6991 2.4191 0.03 -0.10 -0.09
```
Positions in Å, forces in eV/Å.

No. 2
C3H3F2I | the ωB97M-V functional and the def2-TZVPD basis

Properties
Kohn-Sham gap: 10.08 eV
Energy relative to the best compared isomer or geometry (same formula, charge and spin): 1.999 eV
Charge: 0

Geometry as XYZ:
```
9
Properties=species:S:1:pos:R:3:forces:R:3
F -2.3357 1.6067 0.2206 1.96 -1.81 0.44
C -1.2974 0.6566 0.4411 -2.49 0.76 1.15
C -0.2504 0.5427 -0.2884 3.82 -3.42 -1.54
C 0.9398 -0.8734 -0.1088 -2.20 5.06 1.22
F 0.8548 -1.4496 1.1262 -0.34 -0.29 -1.41
I 2.8595 -0.0102 -0.3613 0.09 -0.11 0.00
H -1.4335 -0.0456 1.2667 -0.56 0.74 0.08
H -0.0159 0.9144 -1.2713 -0.15 0.79 0.12
H 0.6789 -1.3415 -1.0248 -0.13 -1.72 -0.05
```
Positions in Å, forces in eV/Å.

No. 3
C8H7F | the ωB97M-V functional and the def2-TZVPD basis

Properties
Kohn-Sham gap: 9.24 eV
Energy relative to the best compared isomer or geometry (same formula, charge and spin): 3.046 eV
Charge: 0

Geometry as XYZ:
```
16
Properties=species:S:1:pos:R:3:forces:R:3
C -1.8093 1.2318 -0.2223 -2.12 1.82 -0.37
C -0.7133 1.1880 -0.7249 -6.54 2.51 3.64
C 0.4345 0.5565 -0.8041 5.52 -0.85 -5.08
C 1.4943 0.7456 0.3390 -1.83 0.85 -3.06
C 1.0088 0.1914 1.3997 -0.73 -3.09 0.02
C -0.1019 -0.8206 1.3019 0.47 0.85 -3.36
C -0.6197 -1.2462 0.1038 0.97 -0.34 1.43
F -1.8421 -1.7804 -0.1380 0.87 -0.12 0.94
C 0.1530 -0.9280 -1.1135 0.59 -0.21 -0.28
H -2.8256 1.5309 0.0326 0.81 -0.35 -0.20
H 0.5264 0.9679 -1.8312 2.64 -0.22 -0.26
H 2.3158 1.4180 0.2837 0.33 0.51 -0.10
H 1.4730 0.3305 2.3185 0.64 -0.01 1.73
H -0.5344 -0.8727 2.2001 -2.36 -0.95 3.04
H -0.1464 -1.3620 -2.1359 -0.22 1.41 1.67
H 1.1870 -1.1507 -1.0095 0.97 -1.82 0.24
```
Positions in Å, forces in eV/Å.

No. 4
C12H11NS | the ωB97M-V functional and the def2-TZVPD basis

Properties
Kohn-Sham gap (spin up / spin down): 7.41 / 6.81 eV
Energy relative to the best compared isomer or geometry (same formula, charge and spin): 5.927 eV
Charge: 0

Geometry as XYZ:
```
25
Properties=species:S:1:pos:R:3:forces:R:3
C 1.6961 0.4176 -2.4102 -0.62 0.23 -0.31
C 1.7308 -0.0181 -1.2900 0.06 0.86 -1.14
C -0.8902 0.9054 -0.1151 -1.73 -0.75 -0.32
C -0.7349 -0.4289 0.1470 1.48 1.14 0.40
C -2.9162 -0.5431 0.2893 1.33 0.59 -0.40
C -0.0594 2.0437 -0.2800 1.30 0.88 -0.69
C 1.1234 2.3377 0.3748 -2.53 0.26 -0.79
C 1.8233 1.5257 1.2781 0.42 -0.47 0.79
C 2.1410 0.2162 1.1128 0.03 -0.05 1.58
C 1.8671 -0.5474 -0.0243 -0.65 -2.35 0.14
C -4.1822 -1.2734 0.2425 -1.47 1.96 4.18
C 2.2747 -2.0275 -0.0986 0.13 0.73 1.38
N -1.7751 -1.1542 0.4876 -0.63 -0.85 -0.07
S -2.7139 1.0996 -0.2784 1.27 -0.52 0.51
H 1.3339 0.9062 -3.2878 0.41 -0.16 -0.10
H -0.3922 2.7532 -1.0735 0.08 -0.23 1.09
H 1.3558 3.3803 0.3457 0.53 0.55 -0.19
H 2.0813 1.9385 2.2440 0.42 0.40 -0.10
H 2.6257 -0.2596 1.9992 -0.52 0.05 -0.95
H -5.0656 -0.6358 0.2888 0.15 0.58 0.11
H -4.2754 -1.6780 -0.6564 -0.22 -2.55 -3.79
H -4.3577 -1.9501 1.0929 0.63 -0.15 -0.56
H 3.3154 -1.9449 -0.3978 0.50 -0.41 0.21
H 1.8044 -2.5669 -0.9192 -0.41 0.02 0.42
H 2.1900 -2.4963 0.9285 0.05 0.22 -1.42
```
Positions in Å, forces in eV/Å.

No. 5
C30H20N3O4SSeW | the ωB97M-V functional and the def2-TZVPD basis

Properties
Kohn-Sham gap (spin up / spin down): 5.02 / 5.22 eV
Energy relative to the best compared isomer or geometry (same formula, charge and spin): 0.452 eV
Charge: +1

Geometry as XYZ:
```
60
Properties=species:S:1:pos:R:3:forces:R:3
W -2.0617 -1.3998 -0.8645 0.81 -0.13 -0.17
O -3.3903 -4.9706 -1.4094 0.01 0.01 0.01
S -2.9643 -3.6325 -1.3465 -0.11 -0.16 0.18
O -3.7390 -2.6590 -0.4529 -0.24 0.00 0.13
O -1.5761 -3.3589 -0.6769 0.03 -0.18 -0.07
O -2.8084 -2.8483 -2.6020 -0.02 0.27 -0.15
Se -5.4096 0.2419 -2.5600 -0.04 0.03 0.30
N -4.7671 0.8640 -4.0630 0.08 0.01 -0.22
C -3.4465 0.7705 -4.0267 0.19 0.03 0.10
C -2.4707 1.0549 -5.0255 -0.02 0.07 -0.08
C -1.1714 0.7491 -4.7407 0.01 0.04 -0.07
C -0.7895 0.1412 -3.5130 0.00 0.02 0.26
N -1.6527 -0.0809 -2.5484 0.00 -0.15 -0.26
C -2.9434 0.2635 -2.8029 -0.29 -0.12 0.07
N -3.8025 -0.0620 -1.8594 0.18 -0.08 -0.24
H -2.7620 1.4784 -5.9771 0.00 -0.01 0.00
H -0.3941 0.9306 -5.4688 -0.01 0.00 -0.01
H 0.2340 -0.1645 -3.3329 0.00 -0.02 0.00
C -1.0286 3.5835 1.9018 0.01 0.02 0.01
C -0.6511 3.0035 0.6780 0.03 0.03 0.00
C -1.0737 1.7463 0.3395 -0.04 -0.05 0.01
C -1.8944 0.9804 1.2035 0.02 0.14 0.01
C -2.3799 -0.3427 0.8831 -0.25 0.07 0.24
C -3.1735 -0.9827 1.8205 -0.28 -0.02 0.11
C -3.5379 -0.3890 3.0468 0.15 -0.08 0.01
C -3.0990 0.8654 3.3413 -0.01 0.00 0.01
C -2.2725 1.5772 2.4351 0.06 0.05 -0.06
C -1.8239 2.8799 2.7598 -0.01 -0.04 -0.01
H -0.6899 4.5783 2.1583 0.00 0.00 0.00
H -0.0175 3.5562 -0.0044 0.00 0.00 0.01
H -0.7589 1.3296 -0.6068 -0.02 -0.01 0.02
H -3.5525 -1.9725 1.6100 -0.03 -0.01 0.04
H -4.1684 -0.9302 3.7392 0.01 -0.02 -0.01
H -3.3767 1.3434 4.2731 0.00 0.01 0.00
H -2.1269 3.3100 3.7065 0.00 0.00 0.00
C -0.2071 -1.1448 -0.4156 -0.16 0.38 -0.27
C 0.9942 -0.9610 -0.0777 -0.08 -0.18 0.13
C 2.2153 -0.7025 0.3937 0.12 0.05 -0.06
C 3.2055 -0.0779 -0.5024 -0.02 0.03 0.03
C 3.3005 -0.4807 -1.8354 -0.02 -0.01 0.01
C 4.2102 0.1301 -2.6816 0.01 0.00 -0.02
C 5.0165 1.1576 -2.2091 0.00 0.00 0.00
C 4.9218 1.5655 -0.8851 0.01 0.00 0.01
C 4.0282 0.9452 -0.0280 0.01 -0.01 -0.03
C 2.5352 -1.0281 1.7871 -0.02 -0.01 0.04
C 1.5190 -1.0595 2.7490 0.02 0.01 -0.03
C 1.8146 -1.3912 4.0570 0.02 -0.01 0.02
C 3.1206 -1.7041 4.4164 -0.02 0.00 0.01
C 4.1331 -1.6796 3.4669 0.00 0.00 0.00
C 3.8472 -1.3377 2.1567 -0.03 0.00 0.01
H 2.6904 -1.3057 -2.1848 0.00 0.01 0.00
H 4.3041 -0.2046 -3.7063 0.00 0.00 0.00
H 5.7269 1.6343 -2.8711 0.00 0.00 0.00
H 5.5494 2.3658 -0.5168 0.00 0.00 -0.01
H 3.9514 1.2617 1.0039 -0.01 0.00 0.00
H 0.5052 -0.8007 2.4662 0.00 0.00 -0.01
H 1.0287 -1.4037 4.8000 0.00 0.00 0.00
H 3.3490 -1.9671 5.4407 0.00 0.00 0.00
H 5.1469 -1.9316 3.7469 0.00 0.00 0.00
H 4.6337 -1.3342 1.4143 0.00 0.00 -0.02
```
Positions in Å, forces in eV/Å.

No. 6
C2H4N2O2S | the ωB97M-V functional and the def2-TZVPD basis

Properties
Kohn-Sham gap: 9.16 eV
Energy relative to the best compared isomer or geometry (same formula, charge and spin): 3.729 eV
Charge: 0

Geometry as XYZ:
```
11
Properties=species:S:1:pos:R:3:forces:R:3
O 0.4280 0.4480 2.6350 0.97 0.73 -1.39
C 1.0152 0.5749 1.5832 1.98 -0.81 -1.33
C 0.4410 0.0516 0.2614 1.15 -0.55 1.43
N 1.1696 -0.2809 -0.7092 1.91 1.27 -1.87
O 0.4211 -0.7716 -1.8067 1.05 0.39 -0.06
N -0.8237 -0.2931 0.2837 -5.82 -0.11 1.76
S -1.9016 0.5624 -0.7443 -1.16 -1.00 -1.26
H 2.1228 0.9429 1.3029 -1.92 -0.32 1.55
H 0.9531 -0.4778 -2.5929 -0.47 -0.57 1.24
H -1.3164 -0.2265 1.2059 1.41 -0.23 -0.79
H -2.5091 -0.5297 -1.4188 0.90 1.20 0.73
```
Positions in Å, forces in eV/Å.